This record from OMol25 describes an isolated molecule of C12H24N2O at a distorted geometry. The level of theory is ωB97M-V/def2-TZVPD.

XYZ file:
```
39
Properties=species:S:1:pos:R:3
C -2.359 0.635 0.773
C -2.141 1.614 -0.445
C -0.817 1.447 -1.166
C 0.259 2.421 -0.686
C 0.725 2.238 0.777
C 1.346 0.872 1.206
C 2.563 0.415 0.391
C 2.279 -0.485 -0.812
C 2.181 -2.023 -0.586
C 0.995 -2.560 0.171
C -0.409 -2.099 -0.393
C -1.413 -1.770 0.726
H -3.358 0.885 1.230
H -1.584 0.754 1.509
H -2.215 2.616 -0.144
H -2.895 1.448 -1.207
H -0.507 0.417 -1.151
H -1.017 1.685 -2.215
H -0.107 3.475 -0.909
H 1.073 2.256 -1.347
H 1.386 3.057 1.069
H -0.139 2.425 1.413
H 1.610 0.973 2.287
H 0.559 0.063 1.143
H 3.071 1.324 0.018
H 3.265 -0.078 1.059
H 1.391 -0.158 -1.386
H 3.113 -0.415 -1.532
H 3.108 -2.486 -0.144
H 2.106 -2.552 -1.574
H 1.051 -3.669 0.227
H 1.110 -2.142 1.144
H -0.824 -2.849 -1.023
H -0.157 -1.204 -0.958
H -0.889 -1.375 1.599
H -1.976 -2.680 1.018
N -3.541 -1.274 -0.092
N -2.427 -0.782 0.353
O -4.415 -0.418 -0.340
```

## Properties
- Relative energy (zero: lowest compared OMol25 entry of this formula, charge and spin): 101.8 kJ/mol
- HOMO level: -0.330 Eh
- Strongest force on any atom: 2.23 eV/Å
- Structure (SMILES): O=NN1CCCCCCCCCCCC1
- HOMO-LUMO gap: 9.85 eV